Computed, not measured: a structure of composition C42H52N8O6S2Ti at a distorted geometry, with ωB97M-V/def2-TZVPD.

CARTESIAN COORDINATES (ANGSTROEM)
Ti  -0.40  0.68  0.09
C  -3.68  -0.40  -1.75
O  -2.56  0.47  -1.59
C  -2.41  1.36  -2.67
C  -1.22  2.24  -2.34
O  -1.18  2.55  -0.93
C  -2.29  3.39  -0.54
C  -2.07  3.79  0.90
O  -1.80  2.61  1.62
C  -1.88  2.78  3.02
H  -4.60  0.19  -1.82
H  -3.72  -1.04  -0.88
H  -3.56  -1.01  -2.64
H  -3.34  1.94  -2.82
H  -2.21  0.82  -3.60
H  -1.24  3.18  -2.90
H  -0.28  1.72  -2.54
H  -3.22  2.82  -0.64
H  -2.32  4.27  -1.18
H  -2.97  4.29  1.27
H  -1.23  4.49  1.00
H  -1.18  3.54  3.37
H  -1.62  1.82  3.47
H  -2.90  3.05  3.32
C  4.09  1.83  -5.14
C  4.51  0.46  -4.68
C  5.37  -0.32  -5.44
C  5.76  -1.58  -5.03
C  5.31  -2.08  -3.82
C  4.47  -1.32  -3.03
C  4.06  -0.06  -3.47
N  3.20  0.74  -2.66
C  2.04  0.36  -2.05
N  1.48  -0.76  -2.52
C  0.44  -1.56  -2.01
C  -0.26  -1.25  -0.84
C  -1.22  -2.21  -0.47
C  -1.46  -3.37  -1.19
C  -0.76  -3.61  -2.35
C  0.19  -2.71  -2.79
C  0.95  -2.98  -4.06
N  1.48  1.10  -1.11
C  2.29  2.22  -0.74
C  1.90  3.50  -1.14
C  2.65  4.61  -0.80
C  3.81  4.45  -0.06
C  4.22  3.18  0.31
C  3.49  2.04  -0.02
C  4.01  0.68  0.34
H  4.43  2.01  -6.16
H  4.52  2.61  -4.51
H  3.01  1.94  -5.11
H  5.74  0.07  -6.38
H  6.43  -2.17  -5.65
H  5.63  -3.06  -3.48
H  4.15  -1.69  -2.06
H  3.48  1.70  -2.51
H  1.98  -1.17  -3.30
H  -1.82  -2.08  0.42
H  -2.21  -4.07  -0.84
H  -0.95  -4.50  -2.94
H  0.54  -3.86  -4.56
H  2.01  -3.18  -3.88
H  0.88  -2.15  -4.77
H  1.00  3.61  -1.73
H  2.34  5.59  -1.11
H  4.41  5.31  0.21
H  5.14  3.05  0.86
H  4.73  0.33  -0.40
H  3.21  -0.06  0.39
H  4.52  0.71  1.30
N  1.90  1.90  3.56
C  1.55  3.14  3.07
C  0.87  2.90  1.92
N  0.79  1.54  1.70
C  1.41  0.98  2.71
H  2.42  1.71  4.39
H  1.83  4.05  3.57
H  0.45  3.61  1.24
H  1.57  -0.08  2.84
O  -8.86  -1.01  5.21
S  -8.36  -1.49  3.94
O  -8.06  -0.45  2.96
O  -9.02  -2.66  3.39
C  -6.71  -2.16  4.37
N  -6.62  -3.12  5.30
C  -5.41  -3.59  5.56
C  -4.26  -3.13  4.92
C  -4.47  -2.12  3.99
N  -5.69  -1.65  3.72
C  -3.42  -1.47  3.17
C  -2.05  -1.72  3.27
C  -1.18  -1.05  2.44
N  -1.59  -0.14  1.53
C  -2.91  0.11  1.44
C  -3.85  -0.53  2.21
H  -5.35  -4.37  6.31
H  -3.29  -3.54  5.16
H  -1.66  -2.44  3.98
H  -0.12  -1.29  2.45
H  -3.22  0.83  0.71
H  -4.90  -0.33  2.12
C  1.71  -3.69  0.70
S  2.29  -2.50  1.92
C  2.07  -3.46  3.44
H  0.66  -3.91  0.84
H  2.31  -4.59  0.74
H  1.83  -3.23  -0.28
H  2.94  -4.08  3.64
H  1.19  -4.10  3.34
H  1.91  -2.78  4.27

## Properties
DFT total energy, eV: -113384.0288
HOMO-LUMO gap (spin up / spin down), hartree: 0.194 / 0.196
Net charge: +1
Highest occupied orbital energy (spin up / spin down), eV: -8.644 / -8.644
2S+1: 2
LUMO (spin up / spin down), eV: -3.357 / -3.314

Löwdin atomic charge list, values in e, 6 entries:
1. Ti 1.125
2. C -0.040
3. O -0.256
4. C -0.179
5. C -0.145
6. O -0.252

Computed, not measured: a structure of composition C39H40Cl2N2O2PSSiTl, with ωB97M-V/def2-TZVPD.

CARTESIAN COORDINATES (ANGSTROEM)
Tl  -0.60  -0.69  -0.17
Cl  -7.40  1.55  3.94
C  -6.01  0.78  3.18
C  -6.00  -0.62  3.06
C  -4.92  -1.23  2.48
Cl  -4.91  -2.96  2.34
C  -3.76  -0.52  1.96
O  -2.82  -1.12  1.42
C  -3.84  0.92  2.14
C  -2.78  1.82  1.73
O  -1.71  1.55  1.23
C  -4.96  1.52  2.73
H  -6.83  -1.21  3.40
H  -3.02  2.89  1.91
H  -4.98  2.60  2.83
C  3.43  -6.53  2.90
Si  2.65  -5.86  1.32
C  1.84  -7.35  0.50
C  4.08  -5.35  0.22
C  1.34  -4.64  1.85
C  0.57  -4.96  2.95
C  -0.41  -4.11  3.43
C  -0.58  -2.91  2.76
N  0.12  -2.56  1.68
C  1.06  -3.40  1.17
S  1.83  -2.94  -0.29
H  4.17  -7.31  2.67
H  2.68  -6.97  3.57
H  3.95  -5.75  3.46
H  2.58  -8.14  0.34
H  1.41  -7.08  -0.47
H  1.04  -7.76  1.12
H  4.86  -6.12  0.25
H  4.50  -4.40  0.54
H  3.74  -5.22  -0.80
H  0.74  -5.91  3.46
H  -1.02  -4.36  4.29
H  -1.33  -2.19  3.08
C  -1.25  4.61  -3.94
C  -1.39  4.90  -2.47
C  -2.11  6.03  -2.08
C  -2.26  6.38  -0.74
C  -1.66  5.61  0.24
C  -0.95  4.48  -0.14
C  -0.80  4.10  -1.48
P  0.17  2.53  -1.67
C  -0.59  1.76  -3.18
C  0.24  1.43  -4.25
C  -0.24  0.71  -5.33
C  -1.57  0.32  -5.37
C  -2.41  0.65  -4.31
C  -1.94  1.36  -3.20
C  -2.90  1.64  -2.08
C  1.78  3.15  -2.22
C  2.04  4.50  -2.44
C  3.31  5.02  -2.64
C  4.40  4.12  -2.56
C  4.21  2.79  -2.33
C  2.89  2.19  -2.19
C  2.73  0.84  -2.05
H  -1.44  5.51  -4.52
H  -1.96  3.84  -4.26
H  -0.25  4.23  -4.17
H  -2.56  6.65  -2.85
H  -2.83  7.27  -0.48
H  -1.77  5.87  1.28
H  -0.50  3.84  0.62
H  1.28  1.73  -4.21
H  0.43  0.45  -6.15
H  -1.96  -0.25  -6.21
H  -3.45  0.34  -4.33
H  -3.93  1.69  -2.45
H  -2.68  2.58  -1.56
H  -2.86  0.85  -1.32
H  1.21  5.20  -2.44
H  3.46  6.07  -2.82
H  5.41  4.50  -2.66
H  5.07  2.12  -2.26
H  3.59  0.17  -1.97
H  1.76  0.37  -1.95
C  1.16  0.62  4.96
C  1.77  1.46  3.83
C  1.41  0.91  2.52
N  1.09  0.45  1.53
H  1.40  1.05  5.93
H  1.53  -0.40  4.92
H  0.07  0.58  4.85
H  2.86  1.48  3.91
H  1.41  2.48  3.87

## Properties
DFT total energy, eV: -105909.9381
HOMO-LUMO gap, hartree: 0.153
Net charge: -2
Highest occupied orbital energy, eV: -0.263
2S+1: 1
LUMO, eV: 3.893

Löwdin atomic charge list, values in e, 6 entries:
1. Tl 0.769
2. Cl 0.569
3. C -0.689
4. C -0.160
5. C -0.579
6. Cl 0.652

Computed, not measured: an isolated molecule of C5H4Cl2 at a distorted geometry, with ωB97M-V/def2-TZVPD.

CARTESIAN COORDINATES (ANGSTROEM)
C  0.33  0.43  1.31
C  -0.24  -0.04  -0.02
C  -1.51  0.02  -0.35
C  0.75  -0.70  -0.81
C  1.39  -1.02  -1.79
H  -0.43  0.65  2.05
H  1.02  -0.30  1.69
H  -1.89  -0.32  -1.30
H  2.08  -1.32  -2.54
Cl  1.26  1.89  1.06
Cl  -2.75  0.71  0.70

## Properties
DFT total energy, eV: -30292.1316
HOMO-LUMO gap, hartree: 0.364
Structure (SMILES): C#C/C(=C/Cl)CCl
Highest occupied orbital energy, eV: -9.429
2S+1: 1
LUMO, eV: 0.463

Löwdin atomic charge list, values in e, 6 entries:
1. C -0.584
2. C -0.436
3. C -0.461
4. C -0.117
5. C 0.158
6. H 0.049

Computed, not measured: an isolated molecule of C18H25N5O4S, with ωB97M-V/def2-TZVPD.

CARTESIAN COORDINATES (ANGSTROEM)
C  1.62  -1.42  -2.79
C  2.01  -1.94  -1.41
O  0.93  -1.95  -0.51
C  0.39  -0.77  -0.10
C  1.03  0.46  -0.15
C  0.47  1.64  0.36
C  -0.81  1.56  0.96
C  -1.45  0.33  1.01
C  -0.89  -0.81  0.48
N  -1.61  -2.03  0.54
C  -1.77  -2.86  -0.50
O  -1.45  -2.62  -1.65
C  -2.40  -4.20  -0.13
H  -3.31  -4.07  0.45
H  -2.62  -4.77  -1.03
S  -1.28  -5.17  0.94
C  0.07  -5.44  -0.11
N  1.05  -6.27  0.19
C  1.87  -6.17  -0.88
N  1.45  -5.34  -1.80
N  0.28  -4.88  -1.32
H  -0.23  -4.15  -1.81
H  2.78  -6.72  -0.96
H  -1.95  -2.32  1.44
H  -2.43  0.25  1.44
O  -1.37  2.73  1.42
C  -2.51  2.69  2.25
C  -2.20  2.16  3.65
H  -1.82  1.14  3.61
H  -1.45  2.79  4.12
H  -3.10  2.18  4.26
H  -3.32  2.11  1.79
H  -2.83  3.73  2.31
N  1.23  2.79  0.27
C  1.08  3.94  1.14
C  0.32  5.07  0.44
H  0.32  5.97  1.06
O  0.96  5.43  -0.77
C  1.05  4.32  -1.63
C  1.85  3.17  -0.98
H  1.87  2.33  -1.67
H  2.87  3.52  -0.79
H  1.55  4.68  -2.53
H  0.04  3.96  -1.88
H  -0.71  4.76  0.25
H  0.58  3.65  2.06
H  2.09  4.29  1.38
H  2.03  0.52  -0.55
H  2.30  -2.99  -1.49
H  2.86  -1.38  -1.00
H  2.43  -1.59  -3.49
H  0.73  -1.93  -3.13
H  1.40  -0.35  -2.75

## Properties
DFT total energy, eV: -45546.6903
HOMO-LUMO gap, hartree: 0.283
Structure (SMILES): CCOc1cc(N2CCOCC2)c(OCC)cc1NC(=O)CSc1ncn[nH]1
Highest occupied orbital energy, eV: -7.416
2S+1: 1
LUMO, eV: 0.289

Löwdin atomic charge list, values in e, 6 entries:
1. C -0.049
2. C -0.231
3. O -0.059
4. C -0.204
5. C 0.058
6. C -0.138

Computed, not measured: a structure of composition C10H10BrCeNO2 at a distorted geometry, with ωB97M-V/def2-TZVPD.

CARTESIAN COORDINATES (ANGSTROEM)
C  1.09  -1.41  -1.55
C  2.17  -0.75  -0.88
C  2.23  -1.25  0.46
H  2.87  -0.04  -1.33
C  1.16  -2.20  0.63
C  0.46  -2.29  -0.62
H  -0.35  -2.99  -0.84
H  0.85  -1.33  -2.61
H  2.98  -0.99  1.21
H  0.96  -2.80  1.52
Ce  0.24  0.34  0.63
Br  1.88  2.48  0.66
C  -2.12  1.45  0.00
C  -2.48  0.10  -0.36
C  -1.82  -0.21  -1.59
H  -3.20  -0.53  0.18
C  -1.05  0.92  -1.98
C  -1.25  1.96  -1.02
H  -0.85  2.97  -1.07
H  -2.51  2.02  0.86
H  -1.95  -1.13  -2.15
H  -0.48  1.01  -2.91
O  -1.23  0.98  4.17
N  -0.96  0.77  3.01
O  -0.12  -0.26  2.78

## Properties
DFT total energy, eV: -99087.2033
HOMO-LUMO gap (spin up / spin down), hartree: 0.321 / 0.233
Highest occupied orbital energy (spin up / spin down), eV: -8.933 / -9.269
2S+1: 1
LUMO (spin up / spin down), eV: -0.186 / -2.922

Löwdin atomic charge list, values in e, 6 entries:
1. C -0.131
2. C -0.193
3. C -0.231
4. H 0.112
5. C -0.172
6. C -0.125

Computed, not measured: a structure of composition C19H20As2NO9RhS, with ωB97M-V/def2-TZVPD.

CARTESIAN COORDINATES (ANGSTROEM)
Rh  0.03  0.64  0.14
O  1.78  0.22  3.71
C  1.47  0.33  2.55
O  0.33  0.73  2.10
C  2.50  0.06  1.46
C  3.84  -0.14  1.83
C  4.77  -0.30  0.85
C  4.36  -0.27  -0.50
C  5.30  -0.42  -1.56
C  4.89  -0.40  -2.85
C  3.52  -0.23  -3.15
C  2.59  -0.07  -2.16
C  3.00  -0.08  -0.80
N  2.07  0.08  0.21
H  4.07  -0.16  2.88
H  5.81  -0.45  1.09
H  6.35  -0.55  -1.30
H  5.61  -0.52  -3.65
H  3.19  -0.21  -4.18
H  1.55  0.08  -2.39
O  -1.53  -1.27  2.83
As  -2.24  -1.49  1.27
O  -2.51  -3.05  0.92
O  -1.11  -0.88  0.08
C  -3.89  -0.51  1.06
C  -4.99  -1.33  0.83
C  -6.22  -0.76  0.51
C  -6.35  0.61  0.40
C  -5.26  1.44  0.63
C  -4.04  0.88  0.96
S  -2.67  1.95  1.34
O  -2.18  1.47  2.60
O  -3.12  3.31  1.26
O  -1.73  1.64  0.19
H  -1.41  -0.31  3.00
H  -4.86  -2.40  0.89
H  -7.07  -1.41  0.34
H  -7.31  1.04  0.13
H  -5.35  2.52  0.57
C  -1.28  -2.43  -2.34
As  -1.47  -0.53  -2.47
C  -1.14  -0.23  -4.34
C  -3.28  0.07  -2.29
O  -0.28  0.51  -1.85
H  -1.94  -2.85  -3.10
H  -1.53  -2.80  -1.35
H  -0.25  -2.66  -2.60
H  -1.91  -0.72  -4.94
H  -0.17  -0.63  -4.60
H  -1.15  0.84  -4.53
H  -3.87  -0.48  -3.02
H  -3.27  1.13  -2.53
H  -3.67  -0.08  -1.29

## Properties
DFT total energy, eV: -175465.7258
HOMO-LUMO gap, hartree: 0.298
Highest occupied orbital energy, eV: -9.578
2S+1: 1
LUMO, eV: -1.481

Löwdin atomic charge list, values in e, 6 entries:
1. Rh 1.276
2. O 0.116
3. C -0.556
4. O -0.161
5. C -0.148
6. C 0.027